{"formula": "H41O20", "method": "ωB97M-V/def2-TZVPD", "homo_energy_ev": -12.55, "homo_lumo_gap_ev": 9.692, "de_lowest_ev": 7.9879, "charge": 1, "multiplicity": 1, "species": ["O", "H", "O", "H", "H", "O", "H", "H", "O", "H", "H", "O", "H", "H", "O", "H", "H", "O", "H", "H", "O", "H", "H", "O", "H", "H", "O", "H", "H", "O", "H", "H", "O", "H", "H", "O", "H", "H", "O", "H", "H", "O", "H", "H", "O", "H", "H", "O", "H", "H", "O", "H", "H", "O", "H", "H", "O", "H", "H", "H", "H"], "positions_angstrom": [[-4.105, -1.279, -1.301], [-2.582, -3.931, 2.709], [5.230, 1.893, -0.143], [6.105, 1.486, -0.165], [1.699, 5.054, 0.361], [-1.259, -1.863, -0.705], [-1.627, -2.163, 0.047], [-0.397, -1.802, -0.420], [2.059, -1.832, 0.571], [2.479, -1.463, 1.228], [-0.615, 1.582, 3.969], [2.664, 1.212, -3.106], [-1.999, -2.514, -2.113], [1.772, -1.174, -0.074], [-2.152, -1.841, -2.895], [2.266, -0.217, 5.068], [3.475, 1.076, -2.754], [1.705, 0.624, 1.429], [-2.082, -3.029, 1.629], [0.849, -0.400, 5.249], [-2.084, 0.601, -2.896], [-2.560, 1.383, -3.275], [-1.376, 1.094, -2.483], [1.027, -4.514, 1.297], [1.479, -5.313, 0.930], [2.475, 1.196, -4.029], [0.101, 1.271, -4.601], [-0.212, 1.549, -5.502], [0.601, 0.426, -4.670], [-2.397, 3.738, 1.710], [-2.384, 4.287, 2.557], [2.126, 0.985, 0.610], [0.703, -1.481, -4.164], [0.168, -1.630, -5.058], [-0.105, -1.108, -3.789], [0.131, -1.826, 2.377], [0.621, -2.660, 2.680], [0.693, -1.121, 2.048], [-3.207, -0.896, 2.725], [5.156, 2.449, 0.555], [-3.422, -1.633, 3.350], [-2.595, -3.772, 1.751], [-3.155, 3.311, 1.683], [-3.622, -1.241, -0.464], [0.089, 2.322, 3.888], [0.177, 3.075, -0.179], [0.862, 1.911, 3.544], [-0.546, 2.888, 0.309], [-1.135, 3.582, 0.363], [-2.334, -0.780, 3.224], [1.499, 0.046, 5.751], [-4.938, -1.758, -1.103], [0.834, 1.153, 1.139], [1.356, 4.720, -0.391], [-3.219, -1.706, -2.452], [2.029, 4.306, -1.047], [1.617, 0.568, -0.983], [1.570, -0.282, -1.422], [2.402, 1.014, -1.395], [-1.967, -0.802, -2.618], [0.058, -4.774, 1.446]]}



{"formula": "H41O21", "method": "ωB97M-V/def2-TZVPD", "homo_energy_ev": -7.46, "homo_lumo_gap_ev": 9.194, "de_lowest_ev": 6.4419, "charge": -1, "multiplicity": 1, "species": ["O", "H", "H", "O", "H", "H", "O", "H", "H", "O", "H", "H", "O", "H", "H", "O", "H", "H", "O", "H", "H", "O", "H", "H", "O", "H", "H", "O", "H", "H", "O", "H", "H", "O", "H", "H", "O", "H", "H", "O", "H", "H", "O", "H", "H", "O", "H", "O", "H", "H", "O", "H", "H", "O", "H", "H", "O", "H", "H", "O", "H", "H"], "positions_angstrom": [[1.004, 1.435, 1.347], [1.031, 1.020, 0.354], [0.494, 0.743, 1.810], [1.063, 0.337, -0.909], [-1.264, 3.105, 3.753], [-3.575, -0.349, -0.964], [3.123, 2.691, 1.389], [-4.651, 1.451, 1.369], [3.988, 2.534, 0.927], [-4.318, 0.713, 2.064], [-0.346, -5.531, -0.352], [-2.816, -2.638, 2.815], [-1.913, -2.902, 2.800], [-1.946, -3.823, 2.449], [-3.565, -3.779, -1.303], [0.935, 2.956, -1.104], [0.242, -3.920, 1.689], [1.137, 1.939, -1.340], [0.927, -3.415, 1.233], [3.006, 0.675, -0.351], [4.507, -0.875, 2.612], [1.548, -1.932, -4.658], [-5.080, 0.679, 2.490], [1.187, 2.975, -0.173], [0.217, 3.318, -4.303], [2.499, -1.835, -4.509], [-1.475, -4.725, 0.178], [-2.909, -3.561, -0.591], [0.767, -2.512, 1.090], [-3.183, 0.772, -1.638], [1.475, -1.384, 3.419], [-1.422, -0.416, 1.655], [2.002, -2.009, 2.807], [-1.520, -0.929, -2.124], [2.806, 1.734, 1.380], [-1.270, -1.505, -2.920], [-0.881, -5.416, 0.464], [0.982, 3.259, -3.829], [-0.515, 3.696, -3.922], [-2.456, 3.831, -3.127], [-3.106, 3.161, -3.398], [-2.017, 3.400, -2.384], [3.734, 0.274, 0.210], [2.175, -0.374, -1.905], [-0.632, -0.432, -2.033], [-0.690, -0.536, 2.356], [-2.573, -2.617, -0.744], [-4.011, 0.247, -1.465], [0.277, -0.231, -0.973], [-0.643, -1.492, 2.685], [4.820, -1.802, 2.268], [-0.397, 3.301, 0.516], [4.568, -1.643, 1.363], [-0.828, 3.214, 1.338], [2.967, 0.599, -2.761], [-0.196, 2.565, 1.934], [3.161, -0.244, -2.246], [1.505, -1.234, -5.091], [4.375, 0.437, -0.545], [-1.852, 3.854, 3.575], [-1.734, 3.901, 2.655], [1.257, -0.755, 2.664]]}



{"formula": "H41O21", "method": "ωB97M-V/def2-TZVPD", "homo_energy_ev": -7.42, "homo_lumo_gap_ev": 8.945, "de_lowest_ev": 4.4561, "charge": -1, "multiplicity": 1, "species": ["O", "H", "H", "O", "H", "H", "O", "H", "H", "O", "H", "H", "O", "H", "H", "O", "H", "H", "O", "H", "H", "O", "H", "H", "O", "H", "H", "O", "H", "H", "O", "H", "H", "O", "H", "H", "O", "H", "H", "O", "H", "H", "O", "H", "H", "O", "H", "O", "H", "H", "O", "H", "H", "O", "H", "H", "O", "H", "H", "O", "H", "H"], "positions_angstrom": [[0.276, 4.036, -3.236], [-0.128, 4.121, -2.341], [0.378, 3.069, -3.144], [-3.665, -1.857, 2.209], [-0.131, -1.146, -2.500], [-2.725, -1.887, 1.888], [-2.452, -4.563, 0.397], [-3.138, -1.858, -3.958], [-1.585, -4.320, 0.003], [-2.431, -1.886, -3.302], [-0.771, -2.287, -1.427], [3.091, 1.082, -2.875], [-2.817, 1.110, -2.332], [-3.076, 1.367, -3.244], [-2.970, 0.162, -2.452], [-2.868, 4.404, -1.286], [-1.437, 2.096, 4.101], [-2.617, 3.473, -1.239], [-0.554, 1.706, 3.916], [-2.305, -3.826, 1.053], [-4.183, -1.376, 1.558], [1.342, 4.475, 1.239], [-2.779, -2.401, -2.545], [-2.373, 4.639, -2.088], [5.210, 0.561, -1.921], [0.742, 4.171, 1.935], [-0.450, -2.122, 0.162], [-1.041, -1.878, 1.404], [-0.721, 1.166, 3.104], [-0.415, -1.653, 2.101], [0.718, -4.783, 2.245], [2.119, 1.380, 0.928], [1.427, -4.094, 2.413], [1.154, -4.121, -0.296], [0.857, -3.195, -0.435], [1.377, -4.130, 0.648], [-0.110, -1.871, -0.859], [4.951, 0.204, -2.804], [5.056, -0.273, -1.455], [2.740, 3.634, 3.678], [2.780, 3.933, 2.750], [2.782, 2.695, 3.451], [-0.796, 1.978, -1.538], [1.741, -0.031, 4.554], [-0.275, 1.174, -1.644], [1.747, 0.881, 1.686], [1.761, 0.074, 1.157], [2.200, 1.232, -2.536], [-1.556, 1.741, -0.990], [1.461, 0.885, -3.056], [-1.489, 0.511, 1.786], [1.528, -1.486, -1.639], [-1.655, 1.080, 1.038], [2.410, -1.435, -1.140], [0.673, -1.080, 4.820], [2.093, -1.162, -0.277], [1.472, -0.926, 4.279], [0.840, 4.631, 0.438], [-1.491, -0.480, 1.454], [0.183, -0.648, -3.282], [-0.551, -0.216, -3.724], [0.444, -4.681, 3.170]]}



{"formula": "H42O21", "method": "ωB97M-V/def2-TZVPD", "homo_energy_ev": -10.71, "homo_lumo_gap_ev": 10.865, "de_lowest_ev": 2.9397, "multiplicity": 1, "species": ["O", "H", "H", "O", "H", "H", "O", "H", "H", "O", "H", "H", "O", "H", "H", "O", "H", "H", "O", "H", "H", "O", "H", "H", "O", "H", "H", "O", "H", "H", "O", "H", "H", "O", "H", "H", "O", "H", "H", "O", "H", "H", "O", "H", "H", "O", "H", "H", "O", "H", "H", "O", "H", "H", "O", "H", "H", "O", "H", "H", "O", "H", "H"], "positions_angstrom": [[9.780, 6.169, 14.519], [10.595, 6.278, 14.001], [9.339, 5.374, 14.159], [16.182, 10.922, 6.441], [17.090, 11.121, 6.039], [16.175, 11.291, 7.312], [9.801, 12.701, 11.284], [8.886, 12.889, 11.477], [10.327, 13.041, 11.993], [11.290, 10.142, 6.825], [10.980, 10.577, 7.623], [11.996, 10.727, 6.523], [13.504, 11.954, 6.091], [14.383, 11.667, 6.355], [13.759, 12.611, 5.427], [9.668, 8.791, 11.277], [8.863, 8.569, 11.801], [9.852, 7.926, 10.813], [15.940, 7.269, 7.502], [15.556, 7.900, 6.823], [15.256, 6.547, 7.520], [13.593, 9.762, 9.051], [13.358, 9.061, 8.405], [12.771, 10.238, 9.279], [11.177, 6.783, 10.470], [11.631, 6.162, 9.866], [11.928, 7.115, 10.966], [11.423, 9.729, 13.064], [11.206, 10.630, 13.378], [10.778, 9.412, 12.378], [8.329, 8.422, 14.110], [8.414, 9.317, 14.428], [9.104, 7.955, 14.473], [11.063, 11.028, 9.490], [10.737, 11.767, 10.036], [10.652, 10.318, 10.051], [16.292, 10.982, 9.829], [16.514, 10.236, 10.443], [15.553, 10.550, 9.405], [13.743, 7.711, 10.941], [13.953, 8.422, 10.268], [14.219, 8.063, 11.694], [13.886, 9.204, 13.468], [12.945, 9.357, 13.472], [14.050, 9.262, 14.400], [13.884, 11.732, 11.359], [13.793, 11.054, 12.008], [14.814, 11.788, 11.043], [12.817, 7.738, 7.046], [12.402, 6.895, 7.044], [12.061, 8.322, 6.903], [16.800, 7.859, 10.144], [17.569, 7.294, 10.258], [16.551, 7.739, 9.258], [9.982, 7.272, 7.764], [9.740, 8.204, 7.552], [10.330, 7.378, 8.710], [12.066, 12.963, 13.122], [12.488, 13.607, 13.679], [12.754, 12.710, 12.495], [14.374, 5.413, 8.999], [14.690, 6.080, 9.643], [14.792, 4.571, 9.284]]}



{"formula": "H4I2Si2", "method": "ωB97M-V/def2-TZVPD", "homo_energy_ev": -8.53, "homo_lumo_gap_ev": 6.377, "de_lowest_ev": 2.4100, "multiplicity": 1, "species": ["Si", "Si", "I", "I", "H", "H", "H", "H"], "positions_angstrom": [[1.070, -0.345, -0.507], [-0.374, 0.811, 0.856], [-1.578, 2.766, -0.125], [-2.011, -2.098, -0.148], [0.385, -0.722, -1.728], [2.414, 0.150, -0.609], [0.930, -1.627, 0.110], [-0.836, 1.066, 2.153]]}